No. 1
Formula: C2H7O3P
Source: the OMol25 dataset
Level of theory: the ωB97M-V functional and the def2-TZVPD basis

Each line ends with the natural charge from an NBO analysis.
CARTESIAN COORDINATES (ANGSTROEM)
O: 0.602 -2.066 1.731  -1.01
P: -0.582 -1.774 2.648  1.50
O: -1.696 -2.958 2.531  -1.00
H: -1.605 -3.370 1.697  0.50
C: 0.894 1.808 -1.116  -0.63
C: 0.140 0.477 -1.106  -0.06
O: -0.583 0.233 0.062  -0.70
H: 1.831 1.800 -0.488  0.21
H: 0.181 2.501 -0.815  0.19
H: 1.435 1.927 -2.142  0.22
H: 0.833 -0.266 -1.239  0.18
H: -0.530 0.563 -1.994  0.14
H: -0.921 1.126 0.230  0.45

Results
LUMO energy ... -0.0013 Eh
E_HOMO ... -0.381 hartree
2S+1 ... 1

No. 2
Formula: C6H12AlF3O3
Source: the OMol25 dataset
Level of theory: the ωB97M-V functional and the def2-TZVPD basis

Each line ends with the natural charge from an NBO analysis.
CARTESIAN COORDINATES (ANGSTROEM)
Al: 1.706 -2.147 2.768  0.98
C: 0.746 0.249 -0.762  0.23
O: 0.794 -0.458 -2.035  -0.52
O: 1.378 -0.602 0.239  -0.29
C: 1.305 1.722 -0.968  0.96
F: 1.396 2.506 0.172  -0.31
F: 2.584 1.442 -1.441  -0.31
F: 0.520 2.372 -1.869  -0.29
C: -0.257 -1.391 -2.438  -0.07
C: 0.282 -2.227 -3.624  -0.63
H: -0.232 -3.181 -3.743  0.23
H: 0.281 -1.584 -4.504  0.23
H: 1.303 -2.566 -3.452  0.22
H: -1.074 -0.799 -2.851  0.19
H: -0.654 -2.076 -1.689  0.17
H: -0.269 0.451 -0.421  0.21
C: -0.956 1.718 2.584  -0.65
C: -1.187 0.510 3.581  -0.07
O: -0.827 -0.606 2.817  -0.77
H: -1.636 1.718 1.732  0.20
H: 0.087 1.763 2.270  0.21
H: -1.140 2.659 3.102  0.23
H: -2.186 0.501 4.018  0.19
H: -0.504 0.650 4.419  0.18
H: -1.460 -0.624 2.095  0.48

Results
⟨S²⟩ ... 0.75
LUMO energy (alpha / beta) ... -0.1836 / -0.2289 Eh
E_HOMO (alpha / beta) ... -0.511 / -0.508 hartree
Charge ... +1
2S+1 ... 2

No. 3
Formula: C4H5N3O
Source: the OMol25 dataset
Level of theory: the ωB97M-V functional and the def2-TZVPD basis

Each line ends with the natural charge from an NBO analysis.
CARTESIAN COORDINATES (ANGSTROEM)
N: 1.604 2.390 0.119  -0.33
C: 0.872 1.458 0.302  0.21
C: 0.475 0.027 0.786  -0.13
N: 1.279 -0.758 0.088  -0.46
N: 0.928 -0.822 -1.205  -0.17
C: -0.405 -0.794 -1.083  -0.06
C: -0.928 -0.265 0.270  0.03
O: -1.949 0.784 0.169  -0.67
H: 0.528 0.268 1.929  0.28
H: 2.218 -0.657 -0.006  0.40
H: -0.689 -0.673 -2.222  0.24
H: -1.212 -1.259 0.872  0.19
H: -2.720 0.300 -0.020  0.48

Results
LUMO energy ... 0.0180 Eh
E_HOMO ... -0.342 hartree
2S+1 ... 1

No. 4
Formula: CH30O18
Source: the OMol25 dataset
Level of theory: the ωB97M-V functional and the def2-TZVPD basis

Each line ends with the natural charge from an NBO analysis.
CARTESIAN COORDINATES (ANGSTROEM)
C: -0.094 0.143 0.131  1.01
O: 0.963 0.243 -0.708  -0.92
O: -0.975 1.058 0.045  -0.88
O: -0.066 -0.740 1.046  -0.86
O: 2.768 0.366 -3.652  -1.01
H: 3.120 0.196 -2.763  0.49
H: 2.139 1.116 -3.552  0.49
O: -1.857 1.259 -2.651  -0.96
H: -1.312 1.316 -1.877  0.50
H: -1.271 1.127 -3.340  0.47
O: 3.668 0.644 -1.113  -0.97
H: 3.909 1.436 -0.724  0.46
H: 2.758 0.520 -0.799  0.51
O: 1.008 -3.007 2.725  -0.99
H: 1.212 -2.645 1.869  0.52
H: 0.632 -3.894 2.699  0.47
O: 2.297 -1.688 0.565  -1.03
H: 2.856 -1.615 -0.221  0.48
H: 1.442 -1.191 0.399  0.51
O: 1.412 0.012 3.178  -0.97
H: 0.835 -0.565 3.622  0.47
H: 1.082 -0.172 2.323  0.47
O: 0.158 -1.528 -2.563  -1.02
H: 0.447 -1.039 -1.812  0.48
H: -0.819 -1.559 -2.510  0.48
O: -1.162 -1.185 3.401  -1.00
H: -0.732 -2.024 3.568  0.47
H: -0.793 -1.072 2.506  0.50
O: -3.113 -0.536 0.479  -0.95
H: -2.357 0.027 0.583  0.48
H: -3.766 0.106 0.269  0.46
O: -1.727 1.401 2.567  -0.99
H: -1.177 0.989 3.196  0.48
H: -1.453 1.164 1.674  0.47
O: -2.498 3.069 -0.105  -0.97
H: -3.035 2.964 0.700  0.46
H: -1.992 2.267 -0.145  0.49
O: 1.516 2.351 -2.136  -1.03
H: 1.177 1.631 -1.537  0.51
H: 1.675 3.112 -1.632  0.47
O: -1.047 -3.054 0.139  -0.97
H: -0.334 -3.409 -0.399  0.47
H: -0.829 -2.144 0.303  0.49
O: 0.766 2.943 0.414  -0.97
H: 1.569 2.703 0.840  0.45
H: 0.226 2.129 0.355  0.49
O: -2.399 -1.404 -1.979  -1.00
H: -2.468 -1.309 -1.023  0.50
H: -2.358 -0.511 -2.352  0.49

Results
LUMO energy ... 0.1918 Eh
E_HOMO ... -0.152 hartree
Charge ... -2
2S+1 ... 1

No. 5
Formula: C42H41BeNO3P2S
Source: the OMol25 dataset
Level of theory: the ωB97M-V functional and the def2-TZVPD basis

Each line ends with the Mulliken charge.
CARTESIAN COORDINATES (ANGSTROEM)
Be: 1.937 0.013 5.471  -0.27
C: -2.892 -0.209 5.114  -0.48
C: -2.855 -0.409 3.796  -0.35
C: -3.196 0.628 2.744  -0.88
C: -1.962 1.157 1.989  0.60
C: -0.895 1.644 2.926  -0.57
C: -1.072 2.127 4.166  -0.28
C: -2.331 2.336 4.979  -1.16
C: -2.881 1.129 5.800  -0.37
C: 2.988 0.001 4.188  -0.69
H: -2.901 -1.064 5.802  0.34
H: -2.791 -1.439 3.411  0.37
H: -3.744 1.471 3.190  0.37
H: -3.871 0.149 2.017  0.52
H: -1.551 0.357 1.351  -0.62
H: -2.295 1.952 1.302  0.42
H: 0.130 1.548 2.540  0.42
H: -0.163 2.424 4.717  0.44
H: -3.160 2.805 4.427  0.43
H: -2.055 3.069 5.753  0.39
H: -2.293 1.032 6.732  0.20
H: -3.909 1.369 6.121  0.34
H: 3.807 -0.706 4.353  0.26
H: 3.443 1.012 4.122  0.16
H: 2.525 -0.264 3.228  0.19
P: 0.001 -2.318 -4.744  0.01
P: 1.944 0.321 -5.006  0.00
C: -0.620 -0.725 -5.334  -0.71
C: 0.196 0.354 -5.489  -0.50
C: -0.833 -3.501 -5.884  0.26
C: -2.003 -3.202 -6.594  0.15
C: -2.609 -4.176 -7.393  -0.64
C: -2.030 -5.441 -7.515  -0.44
C: -0.829 -5.733 -6.852  -0.53
C: -0.225 -4.763 -6.054  -0.36
C: -1.001 -2.457 -3.196  0.55
C: -0.648 -1.601 -2.134  -0.77
C: -1.382 -1.622 -0.948  -0.41
C: -2.475 -2.490 -0.810  -0.35
C: -2.806 -3.358 -1.856  -0.57
C: -2.060 -3.360 -3.039  -0.46
C: 2.625 1.069 -6.567  0.31
C: 2.566 0.268 -7.726  -0.34
C: 2.925 0.792 -8.967  -0.60
C: 3.356 2.124 -9.060  -0.40
C: 3.453 2.916 -7.910  -0.59
C: 3.107 2.382 -6.664  -0.26
C: 2.014 1.748 -3.854  0.36
C: 3.150 1.838 -3.025  -0.47
C: 3.321 2.945 -2.195  -0.55
C: 2.353 3.959 -2.163  -0.51
C: 1.204 3.845 -2.951  -0.64
C: 1.017 2.728 -3.775  0.06
H: -1.695 -0.659 -5.545  0.48
H: -0.145 1.271 -5.997  0.78
H: -2.456 -2.217 -6.530  0.16
H: -3.536 -3.941 -7.920  0.38
H: -2.509 -6.205 -8.127  0.36
H: -0.368 -6.717 -6.954  0.37
H: 0.717 -4.977 -5.548  0.37
H: 0.197 -0.916 -2.253  0.35
H: -1.101 -0.962 -0.126  0.35
H: -3.059 -2.489 0.115  0.37
H: -3.649 -4.040 -1.752  0.36
H: -2.309 -4.056 -3.842  0.29
H: 2.209 -0.760 -7.656  0.38
H: 2.860 0.171 -9.866  0.36
H: 3.620 2.542 -10.032  0.35
H: 3.793 3.955 -7.980  0.36
H: 3.193 3.007 -5.776  0.29
H: 3.895 1.041 -3.053  0.36
H: 4.212 3.019 -1.572  0.40
H: 2.492 4.827 -1.513  0.39
H: 0.441 4.625 -2.923  0.39
H: 0.101 2.631 -4.358  0.34
O: 1.975 3.233 8.306  -0.61
S: 2.385 1.856 8.382  1.12
O: 3.733 1.491 8.718  -0.60
N: 1.941 1.047 6.917  -0.17
C: 0.891 0.233 7.109  1.11
O: 0.627 -0.520 6.042  -0.51
C: 0.398 0.177 8.449  0.13
C: -0.593 -0.710 8.899  -0.27
C: -0.793 -0.819 10.269  -0.76
C: -0.021 -0.054 11.161  -0.41
C: 0.968 0.832 10.708  -0.54
C: 1.170 0.928 9.326  0.15
H: -1.136 -1.261 8.126  0.50
H: -1.547 -1.510 10.640  0.40
H: -0.202 -0.160 12.224  0.40
H: 1.579 1.412 11.399  0.43

Results
LUMO energy ... -0.0389 Eh
E_HOMO ... -0.284 hartree
2S+1 ... 1

Number 1: electronic energy -17618.744 eV. Number 2: electronic energy -27298.081 eV. Number 3: electronic energy -10741.989 eV. Number 4: electronic energy -38383.064 eV. Number 5: electronic energy -81664.667 eV.